1.
Density functional theory data (ωB97M-V with the def2-TZVPD basis set) for a structure of composition C22H36BMnO26.

XYZ file:
```
86
Properties=species:S:1:pos:R:3:mulliken_spin:R:1
Mn 3.3811 -23.6675 -3.2279 4.9844
O 3.0931 -18.3717 -3.1887 -0.0141
C 1.9543 -17.9150 -3.1834 0.0028
O 1.6027 -16.6092 -3.2935 -0.0064
B 0.0884 -16.5874 -3.3817 0.0028
O -0.3332 -18.0347 -3.5920 -0.0031
C 0.6916 -18.8160 -3.4021 0.0028
O 0.7268 -20.0419 -3.4398 -0.0224
O -0.3752 -15.8080 -4.5338 0.0006
C -1.2094 -14.9601 -4.1197 0.0002
O -1.7417 -14.0920 -4.8115 -0.0002
C -1.3194 -15.1006 -2.5799 0.0001
O -0.4870 -16.0388 -2.1710 0.0000
O -2.1227 -14.4307 -1.9346 0.0000
C 8.4670 -21.0002 -2.0522 -0.0001
O 8.9066 -22.3152 -1.9609 0.0003
C 8.1209 -23.3501 -2.2205 0.0005
O 6.9195 -23.2490 -2.4591 0.0056
O 8.8564 -24.5376 -2.1458 -0.0001
C 10.2506 -24.6787 -1.6031 0.0000
H 7.6728 -20.9529 -2.7972 -0.0001
H 9.3156 -20.4367 -2.4399 0.0000
H 8.1693 -20.7241 -1.0406 0.0000
H 10.4718 -25.6857 -1.2494 0.0000
H 10.4469 -24.1558 -0.6670 0.0000
H 11.0599 -24.3629 -2.2614 0.0000
C -0.8829 -24.0066 -6.6628 -0.0003
O -1.0096 -25.2905 -6.0926 0.0005
C -0.1645 -25.7320 -5.2281 0.0017
O 0.6432 -25.0304 -4.5364 0.0084
O -0.1812 -27.0741 -5.0606 0.0001
C -1.1933 -27.9059 -5.7342 0.0000
H 0.1023 -23.5425 -6.6162 0.0001
H -1.5669 -23.4197 -6.0497 0.0000
H -1.2627 -24.0347 -7.6840 0.0000
H -1.1076 -27.8238 -6.8177 0.0000
H -2.1946 -27.5834 -5.4487 0.0000
H -1.0700 -28.9436 -5.4242 0.0000
C 0.3783 -26.0725 0.2020 0.0004
O 1.5272 -26.9173 0.5444 0.0006
C 2.6632 -26.7615 -0.0352 0.0049
O 2.9977 -25.9097 -0.8307 0.0098
O 3.4127 -27.7825 0.4634 0.0007
C 4.7806 -27.7906 0.1831 -0.0008
H -0.4667 -26.5183 0.7268 -0.0001
H 0.1583 -26.0878 -0.8654 -0.0003
H 0.5872 -25.0909 0.6274 0.0000
H 5.2672 -28.6018 0.7246 -0.0001
H 5.3051 -26.8440 0.3139 0.0001
H 4.8934 -28.0597 -0.8671 0.0004
C 6.8344 -21.9096 -7.4944 -0.0008
O 5.7536 -21.0266 -7.6508 0.0005
C 4.6052 -21.2532 -6.9380 0.0025
O 4.4642 -22.0948 -6.0361 0.0075
O 3.6240 -20.4301 -7.2330 -0.0007
C 3.5833 -19.6015 -8.4214 -0.0001
H 7.6740 -21.5412 -8.0837 0.0000
H 6.7318 -22.8511 -8.0341 0.0000
H 7.1812 -21.9924 -6.4644 0.0005
H 2.5786 -19.1918 -8.5248 0.0000
H 3.6916 -20.2682 -9.2769 0.0000
H 4.3269 -18.8074 -8.3532 0.0000
C 4.6845 -22.8012 1.9343 -0.0009
O 3.5110 -22.0445 2.0353 0.0007
C 2.8442 -21.6283 0.9039 0.0044
O 3.2417 -21.8814 -0.2285 0.0016
O 1.6642 -20.9988 1.2204 -0.0002
C 1.3789 -20.5023 2.4778 0.0000
H 5.5551 -22.1602 1.7955 0.0001
H 4.6363 -23.5838 1.1771 0.0009
H 4.8236 -23.3156 2.8852 0.0000
H 2.2191 -19.8909 2.8071 0.0000
H 1.2857 -21.2807 3.2352 0.0000
H 0.4880 -19.8744 2.4720 0.0000
C 4.3245 -29.7057 -4.7097 -0.0001
O 5.3568 -29.0906 -5.4558 0.0002
C 5.5660 -27.7198 -5.2978 0.0009
O 4.8552 -26.8547 -4.7418 0.0038
O 6.7078 -27.3761 -5.9058 -0.0001
C 7.6566 -28.2499 -6.3290 0.0000
H 4.6953 -29.9670 -3.7186 0.0000
H 4.0314 -30.6369 -5.1945 0.0000
H 3.3498 -29.2236 -4.6354 0.0001
H 8.6005 -27.7329 -6.5018 0.0000
H 7.2460 -28.8186 -7.1633 0.0000
H 7.9892 -28.9565 -5.5685 0.0000
```

Computed properties:
highest occupied orbital energy (spin up / spin down): -10.00 / -10.00 eV
LUMO (spin up / spin down): -7.96 / -7.69 eV
net charge: +1
energy above the lowest of the compared OMol25 structures with the same formula, charge and spin: 246.2 kcal per mole
multiplicity: 6
expectation value of S²: 8.77
Kohn-Sham gap (spin up / spin down): 0.0748 / 0.0847 hartree

=====

2.
Density functional theory data (ωB97M-V with the def2-TZVPD basis set) for a structure of composition C22H36Cl30N2O5.

XYZ file:
```
95
Properties=species:S:1:pos:R:3:lowdin_charge:R:1
O 4.6169 -1.6567 -2.7329 0.0785
N 3.5086 -1.4638 -3.0813 0.0035
O 2.9752 -2.5763 -3.7339 0.0244
C 3.3538 -3.7654 -3.0309 -0.5065
O 4.0177 -4.5811 -3.5682 0.2021
O 2.8703 -3.8520 -1.7461 0.0528
C 1.7931 -4.8228 -1.7046 -0.3073
O 1.5278 -5.2956 -0.4060 0.0379
C 0.4391 -4.2450 -2.2900 -0.2119
C 0.0165 -2.9774 -1.7144 0.0128
C -1.2641 -2.4371 -2.2058 -0.0530
C -1.8857 -3.3102 -3.2089 -0.2432
C -1.3171 -4.5390 -3.7157 -0.1025
N -0.1284 -5.0072 -3.2374 0.1048
H 2.1144 -5.7173 -2.2997 0.1656
H 1.0897 -4.5969 0.1137 0.1070
H 0.6076 -2.4238 -0.9454 0.1189
H -1.7168 -1.4994 -1.8299 0.1043
H -2.8962 -2.9831 -3.6532 -0.0209
H -1.8644 -5.1351 -4.4799 0.1152
C -5.1809 -2.4025 -1.0473 -0.9678
Cl -4.4607 -2.6222 0.5522 0.4755
Cl -4.0809 -2.9740 -2.3236 0.7021
H -6.1080 -2.9645 -1.0982 -0.0178
H -5.3826 -1.3457 -1.2025 0.0324
C -5.3814 -2.2766 4.4136 -1.0215
Cl -4.1681 -3.5136 4.0689 0.5137
Cl -5.1169 -0.8272 3.4355 0.5022
H -6.3668 -2.6764 4.1890 0.0226
H -5.3220 -2.0065 5.4640 0.0078
C 3.5075 2.1631 -1.5203 -1.0334
Cl 3.0439 3.0519 -2.9786 0.5265
Cl 2.3317 0.9005 -1.1428 0.5127
H 4.4791 1.7037 -1.6807 -0.0473
H 3.5609 2.8571 -0.6860 0.0140
C -7.7107 1.5994 5.5918 -1.0815
Cl -7.3740 0.1041 6.4769 0.5224
Cl -8.5834 1.2742 4.0853 0.5330
H -8.3155 2.2460 6.2148 -0.0457
H -6.7651 2.0883 5.3493 -0.0756
C -8.4697 -1.1608 1.3117 -1.0190
Cl -8.7599 -0.2901 -0.1999 0.5132
Cl -7.6631 -2.7060 1.0187 0.5400
H -7.8378 -0.5520 1.9533 -0.0348
H -9.4224 -1.3473 1.7999 0.0286
C 7.2405 2.0501 0.5693 -1.0100
Cl 5.8695 2.5964 1.5439 0.5173
Cl 6.7271 0.9075 -0.6776 0.5393
H 7.6973 2.9109 0.0902 -0.0446
H 7.9622 1.5615 1.2181 0.0310
C -7.1964 5.0581 7.8321 -0.9914
Cl -6.9202 3.5670 8.7401 0.5288
Cl -8.0831 4.7424 6.3353 0.5358
H -7.7744 5.7435 8.4457 0.0312
H -6.2360 5.5023 7.5861 -0.0204
C -0.2207 3.0081 -4.5355 -1.0530
Cl -1.5893 3.5502 -3.5554 0.4931
Cl -0.7360 1.8629 -5.7798 0.4987
H 0.2315 3.8711 -5.0165 0.0255
H 0.5046 2.5232 -3.8893 -0.0357
C -3.4556 4.9312 10.2488 -1.0223
Cl -3.6902 5.7772 8.7133 0.5168
Cl -2.7010 3.3537 10.0039 0.5098
H -2.8150 5.5335 10.8869 0.0260
H -4.4229 4.7895 10.7231 0.0166
C 8.6363 4.9056 -2.7521 -0.9937
Cl 6.9141 4.5417 -2.6008 0.5198
Cl 9.5412 4.3492 -1.3368 0.5573
H 9.0249 4.4069 -3.6356 0.0311
H 8.7619 5.9803 -2.8489 0.0305
C 12.9972 4.2636 -0.4550 -1.0615
Cl 12.6956 3.2805 0.9836 0.4949
Cl 14.4641 5.2326 -0.2728 0.5053
H 13.1125 3.6071 -1.3131 0.0268
H 12.1533 4.9285 -0.6101 -0.0294
C 5.3810 -6.9373 -5.9379 -1.0201
Cl 5.7560 -8.4401 -5.0869 0.5042
Cl 4.4715 -7.2506 -7.4226 0.5068
H 4.7858 -6.3028 -5.2869 0.0006
H 6.3101 -6.4358 -6.1935 0.0285
C -5.4301 3.0219 2.9966 -0.9948
Cl -4.0121 3.6726 2.1670 0.5357
Cl -5.7762 3.9162 4.4837 0.5402
H -6.2896 3.0952 2.3359 0.0314
H -5.2437 1.9806 3.2471 -0.0192
C -0.5248 3.8259 3.9081 -1.0401
Cl -0.0456 2.1253 3.8576 0.4985
Cl -1.4145 4.2010 5.3877 0.4905
H 0.3676 4.4443 3.8679 0.0248
H -1.1607 4.0376 3.0529 -0.0098
C 2.3271 -6.6978 -10.3823 -1.0485
Cl 2.0002 -5.8074 -11.8745 0.4986
Cl 3.1494 -8.2274 -10.7114 0.4894
H 2.9593 -6.0897 -9.7410 -0.0031
H 1.3850 -6.9056 -9.8830 0.0279
```

Computed properties:
highest occupied orbital energy: -9.37 eV
LUMO: -0.57 eV
net charge: 0
multiplicity: 1
Kohn-Sham gap: 0.3234 hartree

=====

3.
Density functional theory data (ωB97M-V with the def2-TZVPD basis set) for a cluster of 5 separate species, C22H36ClF12NO4P in total.

XYZ file:
```
77
Properties=species:S:1:pos:R:3:lowdin_charge:R:1
N 2.7863 1.3951 3.5955 -0.0231
C 3.0412 1.1567 2.1486 -0.2725
C 2.1383 2.0404 1.1616 -0.2034
C 0.6269 2.2629 1.6560 -0.2871
P -0.6837 1.4172 0.6184 0.8502
Cl -0.3931 2.1264 -1.3544 0.4772
C -2.4496 1.9835 1.0675 -0.2482
C -3.0626 1.1954 2.3161 -0.1041
C -4.4302 1.9180 2.7738 -0.4266
F -4.0555 3.2532 3.1017 0.0625
F -4.8317 1.2680 3.9640 0.0833
F -5.4171 1.9088 1.7927 0.1125
C -0.5399 -0.4678 0.5101 -0.3816
F -1.7164 -0.9145 -0.1639 0.0432
F 0.5459 -0.7366 -0.3642 0.0295
C -0.2926 -1.2239 1.8980 -0.2366
F -0.4128 -0.3735 3.0035 0.0876
F 1.0679 -1.6453 1.8779 0.0860
C -1.1351 -2.5907 2.0586 -0.2121
F -2.5161 -2.3282 2.1674 0.1011
F -0.9289 -3.4121 0.9219 0.1136
C -0.7049 -3.4710 3.3189 -0.3435
F -1.7363 -4.4266 3.4979 0.0933
F 0.4435 -4.2278 3.0280 0.1261
F -0.6182 -2.7752 4.5157 0.1452
H 2.9010 0.5413 4.1500 0.0725
H 3.4281 2.0991 3.9815 0.0796
H 4.1318 1.4711 1.9556 0.1235
H 3.0071 0.0432 1.8776 0.1066
H 2.6331 3.0758 1.1135 0.1328
H 2.1198 1.5688 0.1254 0.0761
H 0.4601 2.0292 2.7659 0.0976
H 0.4220 3.3931 1.5581 0.1208
H -2.5198 3.1168 1.1339 0.1248
H -3.0793 1.6810 0.1533 0.1155
H -2.4049 1.2064 3.2496 0.1345
H -3.3593 0.1318 2.0031 0.1313
C 1.6645 1.1478 -5.7165 -0.0165
C 0.3396 1.1945 -5.0043 -0.5016
O 0.0332 2.1396 -4.2999 -0.0160
C -0.5921 0.0280 -5.1964 -0.0184
H 2.2310 2.0523 -5.4869 0.0853
H 2.2370 0.2810 -5.3798 0.0835
H 1.5050 1.0990 -6.7955 0.0924
H -0.1195 -0.8885 -4.8366 0.0865
H -0.8518 -0.0704 -6.2522 0.0923
H -1.5072 0.1976 -4.6254 0.0817
C 5.8417 -0.7644 -2.1330 -0.0160
C 4.5102 -0.7203 -1.4336 -0.4861
O 4.1945 0.2258 -0.7344 0.0501
C 3.5847 -1.8912 -1.6323 -0.0120
H 6.4029 0.1425 -1.9003 0.0871
H 6.4140 -1.6283 -1.7889 0.0916
H 5.6927 -0.8163 -3.2135 0.0887
H 4.0573 -2.8049 -1.2661 0.0936
H 3.3358 -1.9930 -2.6907 0.0877
H 2.6640 -1.7244 -1.0707 0.0572
C 1.7124 6.5763 -2.8623 -0.0197
C 0.6129 6.3550 -1.8590 -0.5065
O 0.8357 5.8344 -0.7810 0.0292
C -0.7729 6.8024 -2.2402 -0.0223
H 2.6548 6.2063 -2.4540 0.0839
H 1.4912 6.0311 -3.7822 0.0876
H 1.8162 7.6430 -3.0709 0.0904
H -1.1039 6.2673 -3.1327 0.0876
H -0.7794 7.8791 -2.4212 0.0904
H -1.4625 6.5809 -1.4231 0.0796
C -5.1307 -7.4627 1.7899 -0.0266
C -3.9280 -8.0795 2.4544 -0.5035
O -3.9618 -9.2096 2.8965 0.0727
C -2.6813 -7.2394 2.5491 -0.0300
H -5.9532 -8.1802 1.7930 0.0849
H -5.4420 -6.5709 2.3381 0.0833
H -4.8934 -7.2065 0.7551 0.0835
H -2.8839 -6.3394 3.1307 0.0620
H -2.3351 -6.9735 1.5478 0.0859
H -1.8976 -7.8108 3.0502 0.0882
```

Computed properties:
highest occupied orbital energy: -10.97 eV
LUMO: -4.04 eV
net charge: +1
multiplicity: 1
Kohn-Sham gap: 0.2548 hartree

=====

no.,maximum force (eV/A)
1,5.22
2,4.20
3,3.48